DFT (the ωB97M-V functional and the def2-TZVPD basis) results for a structure of composition C35H25FGaIOPS3.

```
68
Properties=species:S:1:pos:R:3:nbo_charge:R:1
I 2.261 -0.656 -0.021 0.34
Ga -0.224 0.450 0.248 1.68
S -1.367 5.489 -1.301 0.46
S 1.823 3.519 2.181 0.43
S 1.349 2.735 -2.501 0.44
P -0.186 -0.042 2.581 0.90
F -1.236 -0.511 -0.797 -0.72
O 0.189 2.125 0.266 -1.01
C 5.097 0.052 3.893 -0.14
C -1.229 -3.948 2.513 -0.18
C 1.258 3.750 -1.107 -0.21
C -2.878 3.381 3.965 -0.19
C -3.016 5.172 -1.654 -0.40
C 3.323 -0.051 5.532 -0.12
C -3.325 2.407 3.084 -0.19
C 3.714 -0.036 4.174 -0.08
C -2.082 -1.675 3.877 -0.21
C 3.295 -0.168 1.818 -0.10
C 0.102 5.367 1.790 -0.25
C 0.781 5.699 3.000 -0.24
C 1.368 -0.142 3.539 -0.37
C -1.189 1.305 3.250 -0.38
C 1.047 -0.194 4.881 -0.15
C -0.620 -2.730 2.269 -0.22
C -2.685 -2.900 4.118 -0.20
C 3.050 4.627 -2.286 -0.25
C 2.225 4.706 -1.130 -0.24
C 1.733 4.792 3.331 -0.42
C 5.554 0.076 2.611 -0.20
C -3.377 3.918 -1.286 -0.25
C -1.158 3.922 -0.605 -0.21
C -0.740 2.283 4.128 -0.21
C 0.559 4.220 1.226 -0.18
C 2.014 -0.153 5.890 -0.22
C -2.480 1.375 2.721 -0.20
C 2.697 3.607 -3.108 -0.40
C -1.045 -1.591 2.953 -0.30
C -2.262 -4.032 3.436 -0.18
C 2.737 -0.116 3.123 0.01
C -1.594 3.317 4.483 -0.14
C 4.633 -0.050 1.563 -0.23
C 0.189 3.497 -0.061 0.17
C -2.306 3.198 -0.689 -0.24
H 0.566 6.583 3.582 0.23
H -1.251 4.085 5.164 0.22
H 6.609 0.155 2.392 0.24
H -3.491 -2.967 4.836 0.23
H 0.005 -0.250 5.171 0.23
H -3.528 4.198 4.248 0.23
H 1.714 -0.180 6.929 0.24
H 2.393 4.785 4.184 0.24
H 4.098 0.016 6.285 0.23
H 2.344 5.452 -0.357 0.24
H 4.994 -0.077 0.544 0.24
H 3.150 3.312 -4.041 0.25
H -2.818 0.604 2.032 0.22
H -0.903 -4.831 1.980 0.23
H -4.326 2.457 2.675 0.23
H 0.262 2.243 4.530 0.23
H -2.421 -0.788 4.398 0.23
H -3.612 5.933 -2.131 0.25
H -4.367 3.510 -1.432 0.23
H 0.186 -2.660 1.547 0.22
H -0.687 5.967 1.363 0.24
H 3.871 5.302 -2.479 0.23
H -2.747 -4.981 3.619 0.23
H 5.786 0.092 4.727 0.23
H -2.392 2.172 -0.365 0.21
```

For the total energy, the calculation gives -5282.0791 Ha. For the highest occupied orbital energy, the calculation gives -10.68 eV. As for the total charge: +1. Its spin multiplicity is 1.


DFT (the ωB97M-V functional and the def2-TZVPD basis) results for a structure of composition C35H26BrIN2O6Pb.

```
72
Properties=species:S:1:pos:R:3:mulliken_charge:R:1
Pb 0.292 -0.468 0.071 1.05
I 2.111 -2.790 0.878 -0.68
Br -5.024 -3.520 -0.095 -0.23
O -1.314 -0.254 2.327 -1.01
O -1.476 4.939 3.710 -0.60
O -1.277 1.156 -1.681 -0.12
O 1.096 -2.364 -3.350 -0.25
O 1.181 -4.494 -2.749 -0.57
O -3.507 0.848 -1.612 -0.88
N 0.236 1.810 1.308 -0.44
N -4.251 1.227 3.671 -0.75
C -1.549 3.900 -1.546 0.02
C -2.475 1.538 -1.639 -0.17
C 1.869 3.562 0.578 -0.62
C 3.724 0.510 -4.772 -0.54
C -2.573 4.492 2.902 -0.78
C 3.703 2.785 -0.778 -0.69
C -1.850 2.084 2.467 0.01
C 1.141 -1.249 -2.661 0.11
C 0.530 -3.502 -2.681 0.25
C -3.948 2.548 3.563 -0.96
C 2.002 2.064 -4.112 -0.85
C -1.608 -2.242 -2.047 -0.24
C 3.160 1.502 -0.784 -0.29
C -4.092 4.997 -1.529 -0.55
C 1.368 2.263 0.586 0.46
C -3.733 -1.105 3.314 -0.91
C -2.657 3.060 -1.598 0.22
C -0.698 2.567 1.741 0.02
C -2.805 3.008 2.972 1.00
C -2.982 5.831 -1.481 -0.37
C -2.554 -4.622 -0.952 -0.48
C 3.050 -0.514 -4.128 -0.47
C 3.191 1.795 -4.771 -0.41
C 1.867 -0.235 -3.447 -0.08
C -3.928 3.621 -1.584 -0.31
C -3.309 -3.456 -0.911 0.05
C 1.347 1.058 -3.414 -0.03
C -2.093 0.682 2.642 0.32
C 1.982 1.214 -0.102 -0.09
C -1.307 -4.582 -1.538 -0.65
C -3.396 0.352 3.228 0.82
C 3.048 3.816 -0.109 -0.65
C -0.823 -3.391 -2.087 0.65
C -2.861 -2.265 -1.441 -0.58
C -1.708 5.277 -1.488 -0.66
H 3.447 -1.521 -4.119 0.44
H -3.425 -1.335 -1.394 0.64
H 1.598 3.069 -4.103 0.46
H -3.450 5.013 3.289 0.37
H -1.295 -1.295 -2.464 0.57
H -2.935 -1.659 3.812 0.27
H -4.675 3.244 3.967 0.29
H -4.773 2.944 -1.608 0.43
H 0.441 1.260 -2.851 0.65
H 3.720 2.596 -5.274 0.37
H -2.937 -5.536 -0.521 0.40
H -0.835 5.919 -1.438 0.39
H -0.778 4.280 3.627 0.49
H -3.813 -1.536 2.313 0.01
H 3.464 4.817 -0.115 0.36
H -0.683 -5.464 -1.566 0.44
H 3.678 0.719 -1.330 0.49
H -3.109 6.906 -1.426 0.36
H 4.634 2.986 -1.298 0.37
H -4.677 -1.228 3.843 0.39
H -5.090 5.422 -1.514 0.37
H -0.668 3.644 1.527 0.22
H 4.662 0.310 -5.275 0.38
H 1.368 4.363 1.112 0.37
H -2.427 4.818 1.864 0.13
H -0.565 3.445 -1.534 0.30
```

For the total energy, the calculation gives -4974.9334 Ha. For the highest occupied orbital energy, the calculation gives -1.83 eV. As for the total charge: -2. The energy above the lowest of the compared OMol25 structures with the same formula, charge and spin comes out at 0.0 kcal/mol. Its spin multiplicity is 1.


Copy entry 1 word for word.
DFT (the ωB97M-V functional and the def2-TZVPD basis) results for a structure of composition C35H25FGaIOPS3.

```
68
Properties=species:S:1:pos:R:3:nbo_charge:R:1
I 2.261 -0.656 -0.021 0.34
Ga -0.224 0.450 0.248 1.68
S -1.367 5.489 -1.301 0.46
S 1.823 3.519 2.181 0.43
S 1.349 2.735 -2.501 0.44
P -0.186 -0.042 2.581 0.90
F -1.236 -0.511 -0.797 -0.72
O 0.189 2.125 0.266 -1.01
C 5.097 0.052 3.893 -0.14
C -1.229 -3.948 2.513 -0.18
C 1.258 3.750 -1.107 -0.21
C -2.878 3.381 3.965 -0.19
C -3.016 5.172 -1.654 -0.40
C 3.323 -0.051 5.532 -0.12
C -3.325 2.407 3.084 -0.19
C 3.714 -0.036 4.174 -0.08
C -2.082 -1.675 3.877 -0.21
C 3.295 -0.168 1.818 -0.10
C 0.102 5.367 1.790 -0.25
C 0.781 5.699 3.000 -0.24
C 1.368 -0.142 3.539 -0.37
C -1.189 1.305 3.250 -0.38
C 1.047 -0.194 4.881 -0.15
C -0.620 -2.730 2.269 -0.22
C -2.685 -2.900 4.118 -0.20
C 3.050 4.627 -2.286 -0.25
C 2.225 4.706 -1.130 -0.24
C 1.733 4.792 3.331 -0.42
C 5.554 0.076 2.611 -0.20
C -3.377 3.918 -1.286 -0.25
C -1.158 3.922 -0.605 -0.21
C -0.740 2.283 4.128 -0.21
C 0.559 4.220 1.226 -0.18
C 2.014 -0.153 5.890 -0.22
C -2.480 1.375 2.721 -0.20
C 2.697 3.607 -3.108 -0.40
C -1.045 -1.591 2.953 -0.30
C -2.262 -4.032 3.436 -0.18
C 2.737 -0.116 3.123 0.01
C -1.594 3.317 4.483 -0.14
C 4.633 -0.050 1.563 -0.23
C 0.189 3.497 -0.061 0.17
C -2.306 3.198 -0.689 -0.24
H 0.566 6.583 3.582 0.23
H -1.251 4.085 5.164 0.22
H 6.609 0.155 2.392 0.24
H -3.491 -2.967 4.836 0.23
H 0.005 -0.250 5.171 0.23
H -3.528 4.198 4.248 0.23
H 1.714 -0.180 6.929 0.24
H 2.393 4.785 4.184 0.24
H 4.098 0.016 6.285 0.23
H 2.344 5.452 -0.357 0.24
H 4.994 -0.077 0.544 0.24
H 3.150 3.312 -4.041 0.25
H -2.818 0.604 2.032 0.22
H -0.903 -4.831 1.980 0.23
H -4.326 2.457 2.675 0.23
H 0.262 2.243 4.530 0.23
H -2.421 -0.788 4.398 0.23
H -3.612 5.933 -2.131 0.25
H -4.367 3.510 -1.432 0.23
H 0.186 -2.660 1.547 0.22
H -0.687 5.967 1.363 0.24
H 3.871 5.302 -2.479 0.23
H -2.747 -4.981 3.619 0.23
H 5.786 0.092 4.727 0.23
H -2.392 2.172 -0.365 0.21
```

For the total energy, the calculation gives -5282.0791 Ha. For the highest occupied orbital energy, the calculation gives -10.68 eV. As for the total charge: +1. Its spin multiplicity is 1.